Here is a molecular structure, C36H45BN6O4PPdS from the OMol25 dataset. Energies are from wB97M-V/def2-TZVPD.

Last column: Mulliken spin population.
Positions of all 95 atoms, in Å:
Pd -1.29515 -0.31389 -0.12067  0.93
O -0.81382 -2.39192 3.40916  0.00
S -1.67882 -2.36289 2.25304  0.02
O -1.21583 -3.01361 1.04644  -0.01
N -2.28326 -0.94792 1.86619  -0.02
C -2.50277 0.05716 2.77908  0.00
C -2.52707 -0.07019 4.15985  0.00
C -2.81757 1.01760 5.00145  0.00
C -3.09413 2.25904 4.50819  0.01
C -3.07286 2.45395 3.10775  0.00
C -3.32329 3.71336 2.51721  0.00
C -3.27198 3.85644 1.16300  0.01
C -2.96445 2.72528 0.38186  -0.01
N -2.73069 1.54694 0.88961  0.03
C -2.77956 1.37368 2.23832  0.01
C -3.11957 -3.33263 2.70247  0.00
C -3.41217 -3.59361 4.03310  0.00
C -4.55207 -4.32015 4.36068  0.00
C -5.39181 -4.78463 3.35928  0.00
C -5.08986 -4.52753 2.02540  0.00
C -3.95617 -3.80228 1.69515  0.00
H -2.28202 -1.02526 4.59714  0.00
H -2.81541 0.85821 6.07408  0.00
H -3.31460 3.09401 5.16360  0.00
H -3.55003 4.55750 3.15970  0.00
H -3.45547 4.81186 0.68707  0.00
H -2.89934 2.79920 -0.70135  0.00
H -2.72916 -3.24847 4.79854  0.00
H -4.78197 -4.52595 5.39933  0.00
H -6.27983 -5.35044 3.61554  0.00
H -5.74199 -4.89716 1.24317  0.00
H -3.69896 -3.59440 0.66437  0.00
N 0.60054 -0.31816 0.95777  0.08
P 1.63068 0.00530 -0.10833  0.03
N 3.24607 -0.36768 0.35014  0.00
C 3.49766 -0.18921 1.78577  0.00
C 3.25290 -1.46598 2.58285  0.00
C 4.12199 -2.59499 2.03531  0.00
C 3.84192 -2.78218 0.54621  0.00
C 4.02532 -1.46042 -0.20563  0.00
N 1.82964 1.63415 -0.61269  0.00
C 0.71145 2.55199 -0.40644  0.02
C 0.92114 3.43423 0.81903  0.00
C 2.23562 4.20445 0.69798  0.00
C 3.39419 3.24178 0.44082  0.00
C 3.09206 2.34173 -0.75704  0.00
N 1.53986 -0.77895 -1.64015  0.02
C 2.23229 -0.25733 -2.79944  0.00
C 1.46392 0.79847 -3.60275  0.07
C -0.23449 -1.07456 -4.22164  0.06
C -0.44254 -2.26703 -2.07149  -0.06
C 1.03512 -2.13851 -1.66966  0.00
H 2.84134 0.59599 2.15834  0.00
H 4.54233 0.13581 1.91904  0.00
H 2.19133 -1.71390 2.49109  0.00
H 3.46929 -1.28677 3.64073  0.00
H 3.94159 -3.52543 2.57900  0.00
H 5.18213 -2.33844 2.17066  0.00
H 2.80879 -3.11839 0.42333  0.00
H 4.49935 -3.54388 0.11306  0.00
H 3.77177 -1.59619 -1.25604  0.00
H 5.09178 -1.18399 -0.16394  0.00
H -0.20071 1.96977 -0.29945  0.01
H 0.60452 3.19308 -1.29890  0.00
H 0.93331 2.78381 1.69977  0.00
H 0.07695 4.12362 0.92394  0.00
H 2.42644 4.80301 1.59295  0.00
H 2.15802 4.90279 -0.14687  0.00
H 3.53664 2.60304 1.31600  0.00
H 4.32658 3.79025 0.27148  0.00
H 3.89927 1.62574 -0.89003  0.00
H 3.03922 2.97046 -1.66378  0.00
H 2.54904 -1.09109 -3.44031  0.00
H 3.15161 0.24247 -2.48005  0.00
H 2.17083 1.29442 -4.27337  -0.02
H 1.13136 1.54771 -2.88384  0.00
H 0.59391 -1.78182 -4.25812  0.01
H -0.97063 -1.35269 -4.97473  -0.01
H -0.66798 -3.20461 -2.57892  -0.01
H -1.06110 -2.10467 -1.18302  0.04
H 1.67674 -2.75421 -2.31229  0.00
H 1.06545 -2.55292 -0.65899  -0.01
O -0.87082 -1.17196 -2.93614  -0.18
B -1.36303 0.14275 -2.05272  0.20
O -1.45253 1.18667 -2.96480  -0.09
C -0.91208 1.26886 -4.20121  0.35
C -1.37572 2.20298 -5.07152  -0.18
C -0.85226 2.28297 -6.37829  0.46
C 0.13778 1.35503 -6.79175  -0.14
C 0.63289 0.42585 -5.94277  0.33
C 0.24227 0.35238 -4.49169  -0.01
H -2.17226 2.85796 -4.74186  -0.01
H -1.22850 3.02442 -7.06845  0.03
H 0.50191 1.38711 -7.81216  -0.01
H 1.37951 -0.28644 -6.28175  0.02

LUMO (spin up / spin down) = 2.418 / 1.629 eV
Charge = -1
HOMO (spin up / spin down) = -3.23 / -3.59 eV
Total energy = -2920.59206 Eh
Multiplicity = 3
<S²> = 2.04



Here is a molecular structure, C36H45EuN9O2 from the OMol25 dataset. Energies are from wB97M-V/def2-TZVPD.

Last column: Mulliken spin population.
Positions of all 93 atoms, in Å:
Eu -0.36764 0.11862 -0.00281  6.80
C -0.55868 4.45437 3.45468  0.00
N -0.70943 3.38017 2.49268  0.00
C -1.83071 3.52240 1.56737  0.01
C 0.37505 2.59608 2.14672  0.01
N 0.72103 2.32601 0.92082  0.02
C 0.67304 3.36586 -0.03401  0.00
C 0.94146 4.69716 0.32704  -0.01
C 0.90343 5.73958 -0.58893  0.00
C 0.60437 5.46374 -1.91723  0.00
C 0.43458 4.14359 -2.30813  0.00
C 0.53403 3.07867 -1.40681  0.00
N 0.48928 1.74596 -1.87016  0.01
C 1.16786 1.45305 -2.93606  -0.01
N 0.81738 0.36490 -3.67422  0.00
C 1.79794 -0.48355 -4.34067  0.00
C -0.50288 -0.23360 -3.49393  0.03
N 2.30080 2.11975 -3.37251  0.00
C 2.47860 2.41143 -4.78404  0.00
C 3.10449 2.94111 -2.48352  0.00
N 1.05915 2.03551 3.16829  0.00
C 0.48243 1.74265 4.46438  0.00
C 2.39428 1.48318 2.95821  0.00
H -0.57480 5.42069 2.93943  0.00
H 0.39072 4.36024 3.98031  0.00
H -1.36753 4.44499 4.19120  0.00
H -1.69232 4.34545 0.86147  0.00
H -2.73290 3.71413 2.14818  0.00
H -1.98665 2.60995 1.00872  0.00
H 1.19624 4.91099 1.36166  0.00
H 1.09982 6.75868 -0.26171  0.00
H 0.52781 6.26293 -2.64664  0.00
H 0.21413 3.90998 -3.34733  0.00
H 2.80228 -0.08478 -4.21466  0.00
H 1.58199 -0.57746 -5.41013  0.00
H 1.76996 -1.48703 -3.89915  0.00
H -1.23197 0.51470 -3.20593  0.00
H -0.49377 -0.99986 -2.71845  0.00
H -0.80811 -0.70195 -4.43240  0.00
H 1.72362 1.89424 -5.37317  0.00
H 3.47052 2.10253 -5.13334  0.00
H 2.37534 3.48982 -4.95662  0.00
H 2.88462 2.71858 -1.44342  0.00
H 2.91687 4.00851 -2.63825  0.00
H 4.16458 2.73959 -2.67431  0.00
H -0.56206 2.03861 4.49707  0.00
H 1.02258 2.26294 5.26032  0.00
H 0.55539 0.66807 4.65217  0.00
H 3.05287 1.83753 3.75627  0.00
H 2.76833 1.80964 1.99515  0.00
H 2.36073 0.39534 2.95458  0.00
C -1.87654 -4.52780 0.13444  0.00
C -1.77390 -3.13752 0.01687  0.01
N -0.70734 -2.52157 -0.43587  0.00
C 0.36276 -3.26738 -0.77733  -0.01
C 0.34274 -4.66323 -0.74339  0.00
C -0.81831 -5.28983 -0.26640  0.00
C 1.49419 -5.41596 -1.16682  0.00
C 2.61822 -4.79285 -1.55446  0.00
C 2.70556 -3.35480 -1.52203  -0.01
C 3.90006 -2.67623 -1.81053  0.01
C 3.95282 -1.31721 -1.66821  0.00
C 2.79226 -0.64907 -1.26275  0.02
N 1.64814 -1.24540 -1.03241  0.02
C 1.59615 -2.59074 -1.14178  0.01
H -2.78098 -4.97317 0.53144  0.00
H -2.61064 -2.50057 0.28609  0.00
H -0.85483 -6.37423 -0.21130  0.00
H 1.43736 -6.50126 -1.15207  0.00
H 3.49063 -5.35898 -1.86603  0.00
H 4.77333 -3.24263 -2.12110  0.00
H 4.86498 -0.75894 -1.85393  0.00
H 2.80287 0.41895 -1.10425  -0.01
N -1.85386 -0.12694 2.40066  0.01
C -1.22355 -1.31762 3.01613  0.00
C 0.08893 -1.69158 2.33356  0.01
O 0.46269 -2.87084 2.38505  0.00
O 0.67489 -0.69994 1.76487  0.02
H -1.64130 0.69378 2.94816  0.00
H -2.85624 -0.21549 2.40071  0.00
H -0.99805 -1.16580 4.07494  0.00
H -1.89328 -2.17170 2.95323  0.00
C -4.91076 1.02376 -2.78690  0.00
C -4.17606 2.05946 -2.21456  0.00
C -3.09054 1.76627 -1.38560  0.02
C -2.64834 0.46890 -1.06252  0.02
C -3.43276 -0.52986 -1.67289  0.02
C -4.52618 -0.28670 -2.51047  0.00
H -5.75829 1.23184 -3.43443  0.00
H -4.44472 3.09585 -2.41927  0.00
H -2.53714 2.63091 -1.00696  0.00
H -3.17262 -1.57856 -1.53226  0.00
H -5.07544 -1.11985 -2.95336  0.00

LUMO (spin up / spin down) = 0.057 / 0.058 eV
Charge = 0
HOMO (spin up / spin down) = -4.93 / -6.48 eV
Energy relative to the best compared isomer or geometry (same formula, charge and spin) = 1.14 kcal/mol
Total energy = -2752.48182 Eh
Multiplicity = 8
<S²> = 15.76